DFT (the ωB97M-V functional and the def2-TZVPD basis) results for an isolated molecule of C4H10N2O2.

```
18
Properties=species:S:1:pos:R:3
O 0.432 1.754 -0.678
O -0.552 -1.719 -0.528
N 1.778 -0.519 -0.612
N -1.665 0.357 -0.763
C 0.949 -0.227 0.592
C -1.184 0.310 0.666
C 0.270 1.121 0.663
C -0.407 -0.970 0.640
H 0.717 1.798 1.467
H 1.475 -1.297 -1.205
H -1.323 1.348 -0.976
H 0.991 1.000 -1.116
H -1.902 0.778 1.489
H -0.388 -1.797 1.498
H -2.755 0.011 -0.968
H 2.741 -0.474 -0.466
H -0.726 -0.922 -1.234
H 1.550 -0.553 1.531
```

Calculated values
Kohn-Sham gap (hartree): 0.3712
Net charge: 0
Energy (Eh): -418.27921
E_HOMO (eV): -9.33
LUMO level (eV): 0.7753
SMILES: N[C@H]1[C@@H](O)[C@@H](N)[C@H]1O
Energy above the lowest of the compared OMol25 structures with the same formula, charge and spin (kJ/mol): 477.2